Entry i
Computed, not measured: a gas-phase ion, C4H8NO (charge +1), with the ωB97M-V functional and the def2-TZVPD basis.

Each atom is followed by the atoms it is bonded to, with distances in Å.
Positions of all 14 atoms, in Å:
1 C 0.24614 0.55785 1.60999  C2 1.289, C3 1.528, H7 1.107
2 C -0.14724 -0.62060 1.95474  C1 1.289, H8 1.132
3 C 0.71503 0.87789 0.19190  C1 1.528, N5 1.459, H9 1.122, H10 1.130
4 C -0.16367 -0.77074 -1.33091  N5 1.422, O6 1.309, H11 1.127
5 N -0.29493 0.54500 -0.80762  C3 1.459, C4 1.422, H12 0.983, H13 1.067
6 O -1.26662 -1.46191 -1.46730  C4 1.309, H14 0.967
7 H 0.30031 1.47627 2.22592  C1 1.107
8 H -0.44381 -1.24815 2.84915  C2 1.132
9 H 1.07007 1.91733 -0.03865  C3 1.122
10 H 1.52934 0.11341 0.02123  C3 1.130
11 H 0.84905 -1.08144 -1.71639  C4 1.127
12 H -1.18575 0.62898 -0.40038  N5 0.983
13 H -0.21305 1.42855 -1.39933  N5 1.067
14 H -0.99488 -2.36243 -1.69235  O6 0.967

- Total charge: +1
- E_LUMO (spin up / spin down): -4.19 / -4.52 eV
- E_HOMO (spin up / spin down): -13.3 / -12.7 eV

Atomic partial charges in e from the natural (NBO) method, atoms 1 to 4:
1 C -0.397
2 C -0.035
3 C -0.255
4 C 0.243

---

Entry ii
Computed, not measured: a gas-phase ion, C4H8NO (charge +1), with the ωB97M-V functional and the def2-TZVPD basis.

Each atom is followed by the atoms it is bonded to, with distances in Å.
Positions of all 14 atoms, in Å:
1 C 1.25943 -0.48446 0.06111  N2 1.533, C6 1.546, H7 1.090, H8 1.150
2 N 0.90817 0.99222 0.27382  C1 1.533, C3 1.669, H9 1.077, H10 1.010
3 C -0.51728 0.81760 -0.57594  N2 1.669, O4 1.309, C6 1.613, H11 1.122
4 O -1.64279 0.64871 0.07138  C3 1.309, C5 1.502
5 C -1.46496 -0.81600 0.35034  O4 1.502, C6 1.577, H12 1.116, H13 1.134
6 C -0.14968 -0.75159 -0.51640  C1 1.546, C3 1.613, C5 1.577, H14 1.018
7 H 1.42944 -0.87623 1.06419  C1 1.090
8 H 2.24109 -0.53715 -0.53514  C1 1.150
9 H 0.63886 1.24420 1.28599  N2 1.077
10 H 1.53456 1.72463 -0.02688  N2 1.010
11 H -0.53370 1.61737 -1.36329  C3 1.122
12 H -2.30712 -1.41682 -0.06888  C5 1.116
13 H -1.26004 -1.03845 1.44316  C5 1.134
14 H -0.13597 -1.12404 -1.46346  C6 1.018

- Total charge: +1
- E_LUMO: -3.40 eV
- E_HOMO: -15.5 eV

Atomic partial charges in e from the natural (NBO) method, atoms 1 to 4:
1 C -0.220
2 N -0.604
3 C 0.317
4 O -0.456

---

Entry iii
Computed, not measured: a gas-phase ion, C4H8NO (charge +1), with the ωB97M-V functional and the def2-TZVPD basis.

Each atom is followed by the atoms it is bonded to, with distances in Å.
Positions of all 14 atoms, in Å:
1 C 2.66188 0.50873 0.01666  C2 1.379, H7 1.067, H8 0.997
2 C 1.71461 -0.49078 0.09540  C1 1.379, C3 1.493, H9 1.066
3 C 0.26406 -0.78980 -0.09511  C2 1.493, N4 1.313, H10 1.016
4 N -0.65191 0.14535 0.01028  C3 1.313, C5 1.551, O6 1.343
5 C -2.18312 -0.10388 0.01281  N4 1.551, H11 1.109, H12 1.148, H13 1.037
6 O -0.28210 1.43600 0.04607  N4 1.343, H14 0.983
7 H 3.66242 0.27144 0.30022  C1 1.067
8 H 2.47272 1.40995 -0.36674  C1 0.997
9 H 2.17084 -1.40791 0.39028  C2 1.066
10 H -0.14999 -1.66876 -0.39356  C3 1.016
11 H -2.47603 -1.11304 0.36657  C5 1.109
12 H -2.47876 -0.27814 -1.08233  C5 1.148
13 H -2.58262 0.70957 0.51592  C5 1.037
14 H -0.40168 1.81483 0.94503  O6 0.983

- Total charge: +1
- E_LUMO: -5.41 eV
- E_HOMO: -14.8 eV

Atomic partial charges in e from the natural (NBO) method, atoms 1 to 4:
1 C -0.157
2 C -0.336
3 C 0.230
4 N 0.042

---

Stability check: which of them is most stable? entry ii.

---

Entry i
Computed, not measured: 2 unconnected molecules or ions with the total composition C8H10O2, with the ωB97M-V functional and the def2-TZVPD basis.

Each atom is followed by the atoms it is bonded to, with distances in Å.
Positions of all 20 atoms, in Å:
1 C 2.75139 -1.35317 -0.21547  C2 1.424, C6 1.375, H7 1.181
2 C 2.74418 -0.75399 1.07631  C1 1.424, C3 1.402, H8 1.127
3 C 2.65292 0.62370 1.32103  C2 1.402, C4 1.480, H9 1.043
4 C 2.79136 1.53759 0.16571  C3 1.480, C5 1.359, H10 1.206
5 C 2.90556 0.92789 -1.04336  C4 1.359, C6 1.501, H11 1.160
6 C 2.83025 -0.54435 -1.32499  C1 1.375, C5 1.501, H12 1.116
7 H 2.51833 -2.49767 -0.39051  C1 1.181
8 H 2.99840 -1.47415 1.90510  C2 1.127
9 H 2.87059 0.80758 2.32397  C3 1.043
10 H 2.78121 2.72090 0.40043  C4 1.206
11 H 3.09030 1.64568 -1.93611  C5 1.160
12 H 3.07190 -0.97169 -2.32681  C6 1.116
13 C -5.15835 -0.07631 0.05547  C14 1.403, H17 1.059, H18 1.194, H19 1.152
14 C -3.78952 0.19894 -0.08507  C13 1.403, O15 1.245, O16 1.300
15 O -3.25786 1.32043 -0.18184  C14 1.245
16 O -3.07542 -0.88223 0.01974  C14 1.300, H20 1.044
17 H -5.80120 0.76324 0.11322  C13 1.059
18 H -5.41302 -0.83230 -0.83315  C13 1.194
19 H -5.30507 -0.85399 0.89325  C13 1.152
20 H -2.20595 -0.30611 0.06308  O16 1.044

- E_LUMO: 0.70 eV
- E_HOMO: -9.2 eV

Atomic partial charges in e from the natural (NBO) method, atoms 1 to 4:
1 C -0.220
2 C -0.222
3 C -0.220
4 C -0.221

---

Entry ii
Computed, not measured: 2 unconnected molecules or ions with the total composition C8H10O2, with the ωB97M-V functional and the def2-TZVPD basis.

Each atom is followed by the atoms it is bonded to, with distances in Å.
Positions of all 20 atoms, in Å:
1 C 1.78454 -1.01179 -1.92817  C2 1.375, C6 1.379, H7 1.168
2 C 0.55023 -1.30693 -2.45806  C1 1.375, C3 1.426, H8 1.223
3 C -0.52672 -2.08259 -1.93518  C2 1.426, C4 1.365, H9 1.243
4 C -0.12932 -2.62433 -0.74651  C3 1.365, C5 1.424, H10 1.144
5 C 1.05093 -2.19738 -0.07409  C4 1.424, C6 1.342, H11 1.072
6 C 2.05740 -1.56047 -0.69285  C1 1.379, C5 1.342, H12 1.123
7 H 2.49192 -0.16505 -2.30993  C1 1.168
8 H 0.58423 -0.55855 -3.42516  C2 1.223
9 H -1.36837 -2.65092 -2.65126  C3 1.243
10 H -0.85396 -3.14556 -0.03117  C4 1.144
11 H 0.99018 -2.49695 0.95337  C5 1.072
12 H 2.90075 -1.06716 -0.13892  C6 1.123
13 C -1.22501 3.60197 2.41384  C14 1.544, H17 1.186, H18 1.204, H19 1.210
14 C -1.16920 2.27006 1.63466  C13 1.544, O15 1.216, O16 1.318
15 O -1.79017 1.25581 1.88987  C14 1.216
16 O -0.13178 2.11934 0.83663  C14 1.318, H20 0.890
17 H -2.14837 3.03455 2.89473  C13 1.186
18 H -0.25875 3.52795 3.12865  C13 1.204
19 H -1.17990 4.71235 1.93565  C13 1.210
20 H -0.13922 1.27690 0.55030  O16 0.890

- E_LUMO: 0.70 eV
- E_HOMO: -9.3 eV

Atomic partial charges in e from the natural (NBO) method, atoms 1 to 4:
1 C -0.229
2 C -0.217
3 C -0.237
4 C -0.201

---

Stability check: which of them is most stable? entry i.

---

Entry i
Computed, not measured: a single CH3NOS molecule, with the ωB97M-V functional and the def2-TZVPD basis.

Each atom is followed by the atoms it is bonded to, with distances in Å.
Positions of all 7 atoms, in Å:
1 O 1.43866 -0.79744 -0.04005  C2 1.180
2 C 1.22239 0.35712 0.07302  O1 1.180, N3 1.406, H5 1.057
3 N -0.03732 0.92714 -0.17977  C2 1.406, S4 1.712, H6 1.226
4 S -1.24662 -0.26845 0.01979  N3 1.712, H7 1.462
5 H 1.83998 1.19744 0.24338  C2 1.057
6 H -0.42088 1.94264 0.39000  N3 1.226
7 H -0.05551 -1.09800 0.19064  S4 1.462

- E_LUMO: 0.40 eV
- E_HOMO: -8.6 eV

Atomic partial charges in e from the natural (NBO) method, atoms 1 to 4:
1 O -0.548
2 C 0.519
3 N -0.770
4 S 0.029

---

Entry ii
Computed, not measured: a single CH3NOS molecule, with the ωB97M-V functional and the def2-TZVPD basis.

Each atom is followed by the atoms it is bonded to, with distances in Å.
Positions of all 7 atoms, in Å:
1 C -0.01878 -0.28877 -0.36448  N2 1.440, S4 1.811, H5 1.082, H6 1.083
2 N -0.89370 0.67169 0.25597  C1 1.440, S4 1.731, H7 1.011
3 O -2.51034 -0.56145 -1.38498  S4 1.444
4 S -1.75471 -0.76772 -0.17148  C1 1.811, N2 1.731, O3 1.444
5 H 0.27926 -0.01765 -1.36873  C1 1.082
6 H 0.74390 -0.77744 0.22991  C1 1.083
7 H -0.74397 0.83049 1.24364  N2 1.011

- E_LUMO: 0.73 eV
- E_HOMO: -9.9 eV

Atomic partial charges in e from the natural (NBO) method, atoms 1 to 4:
1 C -0.432
2 N -0.771
3 O -0.924
4 S 1.323

---

Stability check: which of them is most stable? entry ii.

---

Entry i
Computed, not measured: a single CH3NOS molecule, with the ωB97M-V functional and the def2-TZVPD basis.

Each atom is followed by the atoms it is bonded to, with distances in Å.
Positions of all 7 atoms, in Å:
1 C 0.33012 -0.11483 -0.63233  N2 1.479, S4 1.753, H5 1.145, H6 1.084
2 N -0.40417 -0.89028 0.39088  C1 1.479, S4 1.724, H7 1.005
3 O 0.45711 1.76912 1.73854  S4 1.928
4 S -0.65226 0.81326 0.48457  C1 1.753, N2 1.724, O3 1.928
5 H 1.43005 0.19285 -0.54842  C1 1.145
6 H -0.19814 -0.08135 -1.57836  C1 1.084
7 H -0.96270 -1.68877 0.14510  N2 1.005

- E_LUMO: -0.11 eV
- E_HOMO: -9.6 eV

Atomic partial charges in e from the natural (NBO) method, atoms 1 to 4:
1 C -0.387
2 N -0.767
3 O -0.778
4 S 1.048

---

Entry ii
Computed, not measured: 2 unconnected molecules or ions with the total composition CH3NOS, with the ωB97M-V functional and the def2-TZVPD basis.

Each atom is followed by the atoms it is bonded to, with distances in Å.
Positions of all 7 atoms, in Å:
1 C -0.06130 -0.18382 -0.03441  H5 1.168, H6 1.001, H7 1.086
2 N 2.60315 0.54862 0.05941  O3 1.179, S4 1.538
3 O 2.82990 1.70404 0.11119  N2 1.179
4 S 3.34408 -0.79527 -0.04986  N2 1.538
5 H -0.09092 0.98098 -0.11648  C1 1.168
6 H 0.56665 -0.66023 0.58300  C1 1.001
7 H -0.60830 -0.52444 -0.90860  C1 1.086

- E_LUMO (spin up / spin down): -1.21 / -0.82 eV
- E_HOMO (spin up / spin down): -8.9 / -9.0 eV

Atomic partial charges in e from the natural (NBO) method, atoms 1 to 4:
1 C -0.491
2 N -0.005
3 O -0.236
4 S 0.234

---

Stability check: which of them is most stable? entry i.

---

Entry i
Computed, not measured: 2 unconnected molecules or ions with the total composition C2H4ClOP, with the ωB97M-V functional and the def2-TZVPD basis.

Each atom is followed by the atoms it is bonded to, with distances in Å.
Positions of all 9 atoms, in Å:
1 C 1.49795 0.08898 0.24855  O3 1.213, P4 1.821, H6 1.241
2 C -1.20427 0.45356 -0.11014  Cl5 1.689, H7 1.134, H8 1.156
3 O 1.73258 0.98378 1.03363  C1 1.213
4 P 0.41718 -1.33076 0.61314  C1 1.821, H9 1.400
5 Cl -2.73131 0.02895 0.47300  C2 1.689
6 H 1.77407 0.14786 -0.96006  C1 1.241
7 H -1.14831 0.32040 -1.23538  C2 1.134
8 H -1.01833 1.46036 0.42565  C2 1.156
9 H 0.68046 -2.15312 -0.48839  P4 1.400

- E_LUMO (spin up / spin down): -0.99 / -0.99 eV
- E_HOMO (spin up / spin down): -9.2 / -9.2 eV

Atomic partial charges in e from the natural (NBO) method, atoms 1 to 4:
1 C 0.116
2 C -0.514
3 O -0.530
4 P 0.375

---

Entry ii
Computed, not measured: a single C2H4ClOP molecule, with the ωB97M-V functional and the def2-TZVPD basis.

Each atom is followed by the atoms it is bonded to, with distances in Å.
Positions of all 9 atoms, in Å:
1 C 1.76858 0.39803 0.39656  O2 1.399, H6 1.110, H7 1.226, H8 1.141
2 O 0.46298 -0.10127 0.44884  C1 1.399, P3 1.749
3 P -0.78123 0.43451 -0.65818  O2 1.749, C4 1.660
4 C -2.05647 -0.59295 -0.38656  P3 1.660, Cl5 1.741, H9 1.134
5 Cl -3.51861 -0.35525 -1.30221  C4 1.741
6 H 2.19395 0.29889 1.41713  C1 1.110
7 H 1.77199 1.60277 0.17016  C1 1.226
8 H 2.37500 -0.19105 -0.36947  C1 1.141
9 H -2.21617 -1.49369 0.28374  C4 1.134

- E_LUMO: 0.15 eV
- E_HOMO: -9.0 eV

Atomic partial charges in e from the natural (NBO) method, atoms 1 to 4:
1 C -0.248
2 O -0.799
3 P 0.998
4 C -0.763

---

Stability check: which of them is most stable? entry ii.